# 1
C12H23CuN2O2P2S | the ωB97M-V functional and the def2-TZVPD basis

Values from the calculation:
- F_max: 0.050 hartree/bohr
- HOMO-LUMO gap (alpha / beta): 7.7 / 5.6 eV
- Molecular weight: 384.89 g mol⁻¹

ORCA input file:
```
! wB97M-V def2-TZVPD RIJCOSX def2/J DEFGRID3
* xyz 1 2
Cu -0.39922 -0.70386 1.57704
P 1.34363 0.35715 2.25798
C 2.47106 -0.00807 0.88271
C 1.95171 -1.05126 -0.00305
N 0.58956 -1.19019 -0.07964
C 0.04350 -1.60499 -1.23561
C 0.84056 -2.23913 -2.20198
C 2.22022 -2.30582 -2.03502
C 2.78660 -1.73008 -0.90668
C -1.48200 -1.54216 -1.43100
P -2.23232 0.10848 -1.66570
H 3.85960 -1.69548 -0.72304
H 0.34621 -2.64889 -3.08606
H 2.84279 -2.81467 -2.77014
H -1.73159 -2.11874 -2.34194
H -2.01516 -1.99833 -0.56994
H 2.51745 1.12003 -0.05998
H 3.51319 -0.17407 1.18894
H 0.87112 2.16962 -0.60752
O 2.24911 1.85940 -0.81648
H 2.91057 2.56981 -0.78866
H -1.36377 1.12745 -1.18240
O -0.14563 2.29849 -0.31925
H -0.46235 3.15015 -0.65001
C -2.52836 0.47533 -3.41450
H -2.61039 -0.46796 -3.97913
H -3.44398 1.07162 -3.55234
H -1.67586 1.05540 -3.79498
C -3.79848 0.02712 -0.79176
H -4.04650 1.01664 -0.39200
H -4.58680 -0.29394 -1.48345
H -3.73982 -0.68257 0.04307
C 2.25090 -0.18152 3.72735
H 3.23024 0.31542 3.76945
H 1.68295 0.06084 4.63492
H 2.38811 -1.27021 3.69039
C 1.18571 2.15674 2.38774
H 0.65001 2.38698 3.31651
H 2.16510 2.65595 2.41192
H 0.58523 2.51408 1.52814
S -4.31903 -0.44668 3.90686
C -2.96578 -0.60331 3.08671
N -1.94810 -0.72477 2.47254
*
```

# 2
C3H7INP | the ωB97M-V functional and the def2-TZVPD basis

Values from the calculation:
- Energy above the lowest of the compared OMol25 structures with the same formula, charge and spin: 77.8 kcal per mole
- F_max: 0.089 hartree/bohr
- HOMO-LUMO gap: 8.5 eV
- Molecular weight: 214.97 g mol⁻¹

ORCA input file:
```
! wB97M-V def2-TZVPD RIJCOSX def2/J DEFGRID3
* xyz 0 1
C 1.47000 -1.15540 -0.86934
C -1.22850 1.26379 0.00320
C 1.96633 -0.75620 -2.00605
N -1.64963 0.69071 3.02437
P -0.98823 1.27214 1.68868
I 2.92270 1.16374 -2.10744
H 1.40705 -0.52568 -0.10427
H 1.09179 -2.15675 -0.91748
H -0.67920 1.91554 -0.54164
H -1.72646 0.45744 -0.54715
H 2.15979 -1.13082 -2.97439
H -1.77925 -0.28502 3.20359
H -0.78303 2.66537 1.96334
*
```

# 3
C40H44Cl6N7O2V | the ωB97M-V functional and the def2-TZVPD basis

Values from the calculation:
- F_max: 0.077 hartree/bohr
- HOMO-LUMO gap (alpha / beta): 5.8 / 7.3 eV
- Molecular weight: 918.50 g mol⁻¹

ORCA input file:
```
! wB97M-V def2-TZVPD RIJCOSX def2/J DEFGRID3
* xyz 0 3
O -1.10326 -3.56033 -1.30049
V -2.24418 -2.50306 -1.15472
C 1.32391 -0.95907 -1.35921
C 0.40875 -0.52080 -0.23525
C 0.60410 1.02802 -0.02186
O -0.90811 -0.86490 -0.45556
H 1.01457 -0.60365 -2.34211
H 1.27257 -2.01706 -1.61634
H 2.33745 -0.60501 -1.17086
H 0.79079 -0.92126 0.70379
H 1.58905 1.24349 0.39232
H -0.10902 1.40644 0.71051
H 0.46181 1.67753 -0.88556
N -4.05066 -0.96819 -1.24642
C -4.99699 -0.99809 -2.26482
C -5.97220 -0.04211 -2.34072
C -6.00327 1.01947 -1.42835
C -5.02802 1.14060 -0.39919
C -4.15963 0.09262 -0.32283
H -4.89226 -1.84556 -2.92606
H -6.68163 -0.09457 -3.15334
H -6.83082 1.71130 -1.48257
H -4.93807 1.93042 0.33191
H -3.31813 0.01259 0.34939
N -2.06462 -1.55226 -3.37492
C -2.57678 -2.20304 -4.49406
C -2.45577 -1.74021 -5.78082
C -1.72050 -0.55795 -5.97663
C -1.27251 0.20156 -4.87743
C -1.42603 -0.35329 -3.61193
H -3.18211 -3.07970 -4.31674
H -2.93125 -2.25802 -6.60069
H -1.54132 -0.22517 -6.98834
H -0.78031 1.14434 -5.06534
H -1.11292 0.25103 -2.77339
N -2.68168 -2.94875 1.08815
C -3.99741 -3.03173 1.49394
C -4.41853 -3.00253 2.83499
C -3.43003 -2.90287 3.84814
C -2.12591 -2.98775 3.41075
C -1.79827 -3.02897 2.07496
H -4.74212 -2.80354 0.74579
H -5.47285 -2.97873 3.06788
H -3.61278 -2.80864 4.90839
H -1.30891 -2.99467 4.11706
H -0.73903 -2.93703 1.88539
N 4.72717 1.67652 -6.01502
C 3.52605 1.43925 -6.60100
C 2.37127 1.25832 -5.85608
C 2.42597 1.35801 -4.46709
C 3.64822 1.60258 -3.87378
C 4.81897 1.76156 -4.64577
H 3.53107 1.27809 -7.66890
H 1.42769 1.03295 -6.33070
H 1.52522 1.32239 -3.87229
H 3.83389 1.71757 -2.81609
H 5.74616 2.03388 -4.16352
N 2.59798 6.09555 3.39979
C 2.98322 4.98629 2.72266
C 2.08163 4.01895 2.39068
C 0.73417 4.19314 2.75536
C 0.32714 5.37379 3.40367
C 1.29250 6.31314 3.61455
H 4.03436 4.91671 2.48464
H 2.41179 3.11727 1.89635
H -0.01461 3.43813 2.56647
H -0.71397 5.43209 3.68489
H 1.01773 7.17793 4.20026
N 1.53016 -4.46684 0.42284
C 0.74693 -5.27866 1.11259
C 0.61871 -5.22287 2.48027
C 1.41086 -4.34552 3.19990
C 2.25003 -3.43878 2.52673
C 2.21085 -3.51225 1.12862
H 0.29158 -6.02421 0.47761
H -0.05573 -5.88573 3.00194
H 1.39522 -4.32512 4.27959
H 2.94199 -2.74425 2.97975
H 2.69932 -2.71359 0.59016
N 3.06542 -0.80792 5.47634
C 2.96194 -0.13337 4.34492
C 1.74639 0.06608 3.66901
C 0.59745 -0.53166 4.21038
C 0.63081 -1.18226 5.41538
C 1.89274 -1.30590 6.01116
H 3.87746 0.28867 3.95749
H 1.77206 0.70783 2.80074
H -0.34368 -0.34717 3.71376
H -0.24919 -1.55054 5.92171
H 1.94580 -1.82311 6.95777
C -1.42743 4.59546 -1.33734
Cl -2.16044 6.19715 -1.26905
Cl -2.36298 3.39729 -0.38506
Cl 0.24871 4.59127 -0.75181
H -1.44091 4.16549 -2.33887
C 5.28038 1.61166 0.46270
Cl 4.34023 0.12291 0.86393
Cl 5.79780 2.35148 1.93169
Cl 4.17952 2.65226 -0.43965
H 6.09943 1.38731 -0.22063
*
```

# 4
C17H26N2O4S2 | the ωB97M-V functional and the def2-TZVPD basis

Values from the calculation:
- Energy above the lowest of the compared OMol25 structures with the same formula, charge and spin: 11.4 kcal per mole
- F_max: 0.020 hartree/bohr
- SMILES string: O=C(Cc1ccc(S(=O)(=O)N2CCOCC2)s1)NCC1CCCCC1
- HOMO-LUMO gap: 9.2 eV
- Molecular weight: 386.54 g mol⁻¹

ORCA input file:
```
! wB97M-V def2-TZVPD RIJCOSX def2/J DEFGRID3
* xyz 0 1
O 0.26682 -3.85439 2.43308
C 0.40067 -2.68791 2.14424
N -0.26820 -2.06509 1.16051
H -0.09682 -1.08578 0.99246
C -1.28352 -2.70398 0.35809
H -0.96849 -2.70371 -0.69201
H -1.34714 -3.73746 0.70639
C -2.64955 -2.01724 0.48586
C -3.12597 -1.99238 1.93839
C -4.51317 -1.36453 2.03612
C -4.50348 0.04805 1.45946
C -4.02083 0.02998 0.01224
C -2.63045 -0.59410 -0.07758
H -2.29682 -0.61066 -1.11796
H -1.93196 0.02396 0.49188
H -3.99675 1.04657 -0.38560
H -4.71890 -0.55061 -0.59502
H -5.50560 0.47781 1.51107
H -3.83854 0.67812 2.05474
H -4.83459 -1.33855 3.07897
H -5.22795 -1.97677 1.48161
H -3.14467 -3.00834 2.33676
H -2.42361 -1.41226 2.54099
H -3.35990 -2.60805 -0.10288
C 1.37255 -1.76228 2.90706
C 2.23915 -0.97526 1.99542
C 3.44660 -1.33106 1.47052
C 3.97163 -0.37076 0.58005
C 3.16097 0.71067 0.43864
S 1.73751 0.58360 1.39123
S 3.35210 2.09914 -0.63687
O 2.76884 3.23901 0.00916
O 4.71674 2.15041 -1.06180
N 2.39684 1.57621 -1.91625
C 1.03622 2.08118 -1.91211
C 0.97038 3.47211 -2.54980
O 1.53510 3.46547 -3.84256
C 2.88296 3.05062 -3.80924
C 3.00733 1.63957 -3.23092
H 4.05452 1.36406 -3.11837
H 2.49536 0.91716 -3.87407
H 3.23818 3.08484 -4.84029
H 3.47693 3.73894 -3.18882
H -0.06481 3.79508 -2.67143
H 1.50728 4.17979 -1.90253
H 0.69512 2.12843 -0.87819
H 0.41690 1.37506 -2.47463
H 4.91096 -0.45418 0.06604
H 3.94485 -2.25166 1.71437
H 1.97884 -2.39917 3.55215
H 0.77038 -1.09965 3.53144
*
```

# 5
C4H10O | the ωB97M-V functional and the def2-TZVPD basis

Values from the calculation:
- Energy above the lowest of the compared OMol25 structures with the same formula, charge and spin: 40.4 kcal per mole
- F_max: 0.047 hartree/bohr
- SMILES string: C=CO.CC
- HOMO-LUMO gap: 9.6 eV
- Molecular weight: 74.12 g mol⁻¹

ORCA input file:
```
! wB97M-V def2-TZVPD RIJCOSX def2/J DEFGRID3
* xyz 0 1
C 3.07967 -0.65789 -1.73249
C 1.59019 -0.78109 -1.92322
H 3.59416 -0.13311 -2.54670
H 3.63080 -1.58984 -1.65096
H 3.28645 -0.00641 -0.88304
H 1.16576 -1.44700 -2.66844
H 1.12913 -1.19865 -1.00687
H 1.06203 0.17115 -1.84669
C -2.62376 1.69903 1.55032
C -2.57377 0.43951 1.98725
O -3.08621 0.10633 3.20233
H -1.95246 2.06760 0.79547
H -3.11710 2.50088 2.07898
H -2.29960 -0.32742 1.27053
H -2.88528 -0.84307 3.37353
*
```